C27H23HfN5O8 | ωB97M-V with the def2-TZVPD basis set

Last column: Löwdin charge in e.
Positions of all 64 atoms, in Å:
Hf1 0.401 0.072 0.023  1.7459
O1 -1.565 1.500 5.963  0.0619
C1 -1.037 1.267 4.695  -0.2614
C2 -0.233 2.177 4.014  0.1018
C3 0.166 1.849 2.703  -0.1325
N1 -0.296 0.725 2.109  0.0395
C4 -1.062 -0.153 2.766  -0.1128
C5 -1.511 0.149 4.062  0.0863
C6 -1.410 -1.401 1.920  -0.5135
O2 -1.942 -2.366 2.427  0.1098
O3 -0.984 -1.281 0.684  -0.1699
C7 1.084 2.571 1.822  -0.5968
O4 1.701 3.540 2.186  0.1118
O5 1.185 2.048 0.627  -0.1642
H1 -1.311 2.379 6.281  0.1123
H2 0.066 3.077 4.508  0.1265
H3 -2.231 -0.498 4.591  0.1508
C8 0.934 2.841 -3.788  -0.0467
O6 -0.135 1.987 -4.163  -0.0723
C9 0.076 0.674 -4.179  -0.2650
C10 -0.437 0.006 -5.276  0.0126
C11 -0.502 -1.408 -5.374  -0.0809
C12 0.021 -2.190 -4.354  -0.0262
C13 0.623 -1.462 -3.268  -0.1549
C14 1.238 -2.208 -2.215  -0.0350
N2 1.289 -1.880 -0.951  -0.0750
N3 1.924 -2.755 -0.109  0.0937
C15 2.089 -2.180 1.027  -0.4092
O7 1.741 -0.906 1.227  -0.1945
C16 2.572 -2.967 2.145  -0.1315
C17 2.559 -2.508 3.485  -0.0187
C18 2.872 -3.317 4.568  -0.0816
C19 3.137 -4.678 4.379  -0.0859
C20 3.178 -5.132 3.074  -0.0894
C21 2.899 -4.332 1.966  -0.0140
C22 0.503 -0.089 -3.076  -0.2924
O8 0.653 0.499 -1.931  -0.1959
H4 1.363 2.497 -2.872  0.0708
H5 0.627 3.879 -3.656  0.0894
H6 1.715 2.876 -4.560  0.0996
H7 -0.847 0.756 -5.975  0.1316
H8 -0.927 -1.894 -6.238  0.0946
H9 0.175 -3.283 -4.446  0.1207
H10 1.523 -3.245 -2.489  0.1407
H11 2.372 -1.450 3.578  0.1045
H12 2.912 -2.951 5.603  0.1066
H13 3.257 -5.369 5.215  0.1060
H14 3.188 -6.192 2.837  0.1023
H15 2.947 -4.685 0.973  0.0918
C23 -2.213 4.845 -1.639  -0.0063
C24 -2.232 3.382 -1.373  -0.2799
C25 -3.065 2.384 -1.874  0.0274
C26 -2.558 1.174 -1.399  -0.3474
N4 -1.571 1.396 -0.553  0.0023
N5 -1.367 2.727 -0.609  0.0574
C27 -3.038 -0.170 -1.728  -0.0047
H16 -1.193 5.224 -1.512  0.0864
H17 -2.830 5.435 -0.967  0.0816
H18 -2.570 4.974 -2.655  0.0847
H19 -3.932 2.518 -2.511  0.1205
H20 -0.503 3.034 -0.172  0.1397
H21 -2.581 -0.484 -2.670  0.0884
H22 -4.103 -0.058 -1.845  0.0839
H23 -2.802 -0.965 -1.029  0.0748

The HOMO energy is -8.2 eV. Its spin multiplicity is 1. The energy above the lowest of the compared OMol25 structures with the same formula, charge and spin comes out at 16.85 kcal per mole. The orbital gap comes out at 7.817 eV. As for the total charge: 0. The calculation puts the total energy at -1966.66486 a.u.

---

C4H10OS | ωB97M-V with the def2-TZVPD basis set

Last column: Löwdin charge in e.
Positions of all 16 atoms, in Å:
O1 2.990 -0.014 0.354  -0.0812
C1 1.758 0.735 0.268  -0.2657
C2 0.714 -0.357 0.189  -0.1993
C3 -0.668 -0.018 -0.472  -0.3168
C4 -1.769 -0.772 0.268  -0.5383
S1 -3.235 -0.514 -0.815  0.6584
H1 3.575 0.740 0.325  0.0678
H2 1.659 1.506 1.018  0.1114
H3 1.795 1.308 -0.707  0.1283
H4 0.418 -0.636 1.200  0.0988
H5 1.110 -1.330 -0.245  0.1392
H6 -0.637 -0.275 -1.539  0.0981
H7 -0.706 1.049 -0.484  0.0890
H8 -1.640 -1.878 0.171  0.0902
H9 -2.156 -0.386 1.186  0.0531
H10 -3.208 0.841 -0.716  -0.1330

The HOMO energy is -8.9 eV. Its spin multiplicity is 1. The energy above the lowest of the compared OMol25 structures with the same formula, charge and spin comes out at 25.46 kcal per mole. The orbital gap comes out at 9.745 eV. As for the total charge: 0. The calculation puts the total energy at -631.78410 a.u.

---

C2H5N2 | ωB97M-V with the def2-TZVPD basis set

Last column: Löwdin charge in e.
Positions of all 9 atoms, in Å:
C1 -0.273 -0.879 -0.329  -0.0527
C2 -0.864 0.243 0.197  0.1021
N1 2.257 0.159 -0.152  0.2517
N2 1.383 -0.212 0.486  0.1890
H1 -0.437 -1.792 0.202  0.1005
H2 -0.065 -0.783 -1.404  0.1113
H3 -0.704 1.128 -0.335  0.0795
H4 -1.162 0.211 1.171  0.0719
H5 2.397 0.446 -1.085  0.1465

The HOMO energy (spin up / spin down) is -15.5 / -15.5 eV. Its spin multiplicity is 1. The energy above the lowest of the compared OMol25 structures with the same formula, charge and spin comes out at 83.39 kcal per mole. The orbital gap (spin up / spin down) comes out at 8.656 / 8.655 eV. As for the total charge: +1. The calculation puts the total energy at -188.28260 a.u.

---

C4H10S2 | ωB97M-V with the def2-TZVPD basis set

Last column: Löwdin charge in e.
Positions of all 16 atoms, in Å:
C1 -0.491 -0.405 -1.245  -0.1276
C2 0.214 -0.596 0.094  -0.8211
C3 -0.404 -1.747 0.788  -0.1697
C4 0.093 1.008 1.076  -0.0783
S1 2.023 -0.905 0.130  0.4690
S2 2.912 0.875 -0.190  0.3564
H1 -0.236 0.536 -1.659  0.0442
H2 -0.081 -1.149 -1.929  0.0742
H3 -1.661 -0.399 -1.252  0.1234
H4 0.000 -1.724 1.738  0.0470
H5 -0.219 -2.733 0.259  0.1122
H6 -1.449 -1.660 0.667  0.0656
H7 0.794 1.099 1.860  0.0069
H8 0.113 1.883 0.374  0.0481
H9 -0.934 0.926 1.574  0.0701
H10 3.258 0.733 -1.439  -0.2204

The HOMO energy is -8.9 eV. Its spin multiplicity is 1. The energy above the lowest of the compared OMol25 structures with the same formula, charge and spin comes out at 39.08 kcal per mole. The orbital gap comes out at 9.507 eV. As for the total charge: 0. The calculation puts the total energy at -954.72130 a.u.

---

C3H7NO | ωB97M-V with the def2-TZVPD basis set

Last column: Löwdin charge in e.
Positions of all 12 atoms, in Å:
C1 1.503 1.062 -0.167  -0.0490
C2 1.392 -0.020 -0.974  -0.2870
N1 0.605 -1.162 -0.846  0.0366
H1 1.448 2.043 -0.618  0.0333
H2 1.731 1.023 0.893  0.0367
H3 1.903 0.021 -1.941  0.0971
H4 -0.250 -0.905 -0.372  0.0537
H5 0.310 -1.464 -1.765  0.0847
C3 -2.169 -0.151 1.457  -0.1675
O1 -3.141 -0.377 0.798  0.0007
H6 -1.632 -0.920 2.042  0.0820
H7 -1.699 0.850 1.492  0.0788

The HOMO energy is -8.0 eV. Its spin multiplicity is 1. The energy above the lowest of the compared OMol25 structures with the same formula, charge and spin comes out at 81.30 kcal per mole. The orbital gap comes out at 8.635 eV. As for the total charge: 0. The calculation puts the total energy at -248.39693 a.u.

---

C7H12NO5 | ωB97M-V with the def2-TZVPD basis set

Last column: Löwdin charge in e.
Positions of all 25 atoms, in Å:
C1 2.108 1.259 1.083  -0.1417
C2 0.970 2.356 0.646  -0.2330
C3 -0.438 1.761 1.162  -0.2671
N1 -1.629 2.557 0.766  -0.0315
C4 -2.861 1.744 0.946  -0.6448
O1 -3.184 0.719 0.255  -0.1276
O2 -3.694 2.132 1.998  -0.2460
H1 1.936 0.263 0.545  0.0590
H2 3.172 1.643 0.874  0.0632
H3 2.012 1.177 2.225  0.0683
H4 1.167 3.328 1.220  0.0992
H5 1.023 2.499 -0.492  0.1011
H6 -0.392 1.778 2.319  0.1254
H7 -0.519 0.659 0.867  0.1046
H8 -1.550 2.959 -0.177  0.0953
C5 -0.753 -2.431 -1.470  -0.1267
C6 0.108 -3.579 -1.042  -0.1419
O3 1.365 -3.270 -1.625  0.0521
C7 1.397 -1.922 -1.820  -0.5495
O4 2.378 -1.307 -2.141  0.1378
O5 0.175 -1.362 -1.603  0.0626
H9 -1.521 -2.188 -0.733  0.1423
H10 -1.232 -2.605 -2.438  0.1341
H11 0.225 -3.632 0.044  0.1345
H12 -0.263 -4.538 -1.406  0.1304

The HOMO energy is -3.4 eV. Its spin multiplicity is 1. The energy above the lowest of the compared OMol25 structures with the same formula, charge and spin comes out at 33.34 kcal per mole. The orbital gap comes out at 6.160 eV. As for the total charge: -1. The calculation puts the total energy at -704.89755 a.u.

---

C4H13NO2 | ωB97M-V with the def2-TZVPD basis set

Last column: Löwdin charge in e.
Positions of all 20 atoms, in Å:
C1 1.714 0.512 -1.061  -0.0748
C2 1.230 -0.254 0.161  -0.3301
C3 2.307 -0.159 1.237  -0.0932
C4 -0.007 -0.699 0.301  -0.1774
N1 -0.726 -1.223 -0.789  0.0131
H1 2.320 1.388 -0.866  0.0746
H2 2.299 -0.124 -1.753  0.0857
H3 0.935 0.907 -1.714  0.0602
H4 2.442 0.886 1.595  0.0713
H5 2.269 -0.618 2.274  0.0855
H6 3.246 -0.441 0.731  0.0745
H7 -0.650 -0.967 1.164  0.1072
H8 -1.357 -1.996 -0.770  0.0915
H9 -0.574 -0.677 -1.625  0.0630
O1 -2.699 0.130 1.660  -0.0472
H10 -3.373 0.374 1.018  0.0341
H11 -3.141 -0.075 2.486  0.0397
O2 -1.861 1.232 -1.562  -0.0762
H12 -2.739 1.466 -1.263  0.0201
H13 -1.636 0.337 -1.222  -0.0218

The HOMO energy is -7.6 eV. Its spin multiplicity is 1. The energy above the lowest of the compared OMol25 structures with the same formula, charge and spin comes out at 50.25 kcal per mole. The orbital gap comes out at 8.059 eV. As for the total charge: 0. The calculation puts the total energy at -365.36242 a.u.

---

C2H23BeFO10 | ωB97M-V with the def2-TZVPD basis set

Last column: Löwdin charge in e.
Positions of all 37 atoms, in Å:
Be1 21.340 3.350 15.448  0.0525
C1 23.817 5.192 15.051  -0.0596
C2 23.942 3.893 15.882  -0.3876
O1 22.814 3.176 15.863  -0.2454
H1 23.565 4.882 13.997  0.0913
H2 24.713 5.832 14.952  0.0813
H3 23.008 5.774 15.448  0.0296
H4 24.173 4.066 16.991  0.1347
H5 24.779 3.267 15.495  0.0890
F1 21.048 4.173 14.164  -0.2420
O2 21.120 6.797 17.507  -0.0400
H6 20.519 7.536 17.521  0.0543
H7 21.719 7.010 16.755  0.0339
O3 22.383 8.294 15.296  -0.0138
H8 23.212 8.364 14.872  -0.0039
H9 21.991 9.113 15.192  0.0354
O4 21.508 6.501 13.301  -0.1257
H10 21.223 5.630 13.665  -0.0241
H11 22.084 7.000 13.960  -0.0092
O5 20.619 1.833 15.424  0.0792
H12 21.011 1.127 16.031  0.1610
H13 20.501 1.496 14.526  0.1264
O6 23.788 0.619 16.301  -0.0334
H14 24.716 0.447 16.350  0.0268
H15 23.646 1.543 16.353  -0.0411
O7 24.628 1.915 13.290  -0.0394
H16 25.569 1.909 13.082  0.0436
H17 24.532 2.412 14.089  -0.0381
O8 24.083 8.226 13.267  -0.0391
H18 24.693 7.620 12.889  0.0414
H19 23.312 8.073 12.682  0.0728
O9 22.085 4.201 11.368  -0.0433
H20 21.591 3.861 12.094  -0.0165
H21 22.821 3.615 11.199  0.0234
O10 20.665 4.208 16.811  0.0931
H22 20.061 3.855 17.481  0.1223
H23 20.765 5.117 16.970  0.0104

The HOMO energy is -9.1 eV. Its spin multiplicity is 1. The orbital gap comes out at 8.992 eV. As for the total charge: 0. The calculation puts the total energy at -957.16156 a.u.